(1)
C25H34F25NO4PS2 | ωB97M-V with the def2-TZVPD basis set

ORCA input file:
```
! wB97M-V def2-TZVPD RIJCOSX def2/J DEFGRID3
* xyz -1 1
C 3.728 3.323 1.943
C 2.435 2.645 2.351
F 1.370 3.528 2.075
P 2.204 0.894 1.548
C 2.050 -0.850 0.801
C 0.636 -1.304 0.427
C -0.462 -0.971 1.462
S -1.621 0.300 0.903
C -3.193 -0.323 1.289
S -3.604 -1.897 1.502
N -4.146 0.745 1.312
C -5.082 0.656 2.435
C -6.064 1.814 2.372
O -6.750 1.855 1.136
C -5.829 2.003 0.073
C -4.830 0.866 0.019
H 3.998 4.139 2.620
H 3.644 3.695 0.921
H 4.531 2.583 1.986
H 2.469 2.469 3.436
H 2.776 1.456 0.287
H 3.597 0.580 1.989
H 1.655 0.417 2.835
H 0.859 1.279 1.064
H 2.559 -1.558 1.464
H 2.634 -0.824 -0.126
H 0.347 -0.896 -0.544
H 0.629 -2.394 0.302
H -1.063 -1.854 1.660
H -0.037 -0.634 2.406
H -5.643 -0.284 2.435
H -4.496 0.763 3.350
H -5.558 2.768 2.571
H -6.823 1.664 3.141
H -6.419 2.020 -0.843
H -5.297 2.961 0.160
H -4.080 1.105 -0.738
H -5.302 -0.081 -0.276
C 2.546 -2.373 6.346
C 1.901 -2.620 4.972
C 0.460 -3.135 4.956
F 0.383 -4.349 5.551
F 0.055 -3.272 3.680
F 2.684 -3.440 4.238
F 1.866 -1.403 4.377
O 3.415 -3.380 6.846
C 2.976 -4.413 7.611
C 3.281 -5.767 6.954
F 2.643 -5.875 5.777
F 2.845 -6.758 7.769
F 1.678 -4.310 7.939
F 3.682 -4.393 8.774
H 3.198 -1.517 6.185
H 1.804 -2.076 7.088
H -0.206 -2.438 5.470
H 4.356 -5.871 6.798
C -6.504 1.847 -4.808
C -5.217 1.447 -4.070
C -4.275 2.571 -3.629
F -3.803 3.236 -4.704
F -3.231 2.029 -2.973
F -4.537 0.534 -4.788
F -5.637 0.847 -2.915
O -6.498 1.727 -6.219
C -6.105 2.745 -7.037
C -4.914 2.330 -7.912
F -3.854 2.024 -7.144
F -4.579 3.369 -8.712
F -5.850 3.878 -6.365
F -7.131 3.004 -7.886
H -7.243 1.116 -4.483
H -6.860 2.826 -4.484
H -4.789 3.271 -2.964
H -5.183 1.468 -8.525
C 5.267 -1.603 -3.997
C 6.681 -1.191 -4.431
C 7.710 -0.899 -3.333
F 7.347 0.163 -2.597
F 8.899 -0.617 -3.922
F 6.628 -0.154 -5.290
F 7.191 -2.266 -5.112
O 4.271 -0.607 -4.012
C 4.026 0.172 -2.901
C 4.218 1.662 -3.213
F 5.492 1.896 -3.611
F 3.977 2.373 -2.103
F 4.766 -0.213 -1.854
F 2.730 0.010 -2.583
H 4.951 -2.314 -4.760
H 5.289 -2.143 -3.050
H 7.840 -1.770 -2.685
H 3.536 1.964 -4.009
*
```

HOMO energy: -3.6 eV
gap between HOMO and LUMO: 5.5 eV

---

(2)
C25H34FeN9O4S | ωB97M-V with the def2-TZVPD basis set

ORCA input file:
```
! wB97M-V def2-TZVPD RIJCOSX def2/J DEFGRID3
* xyz 1 1
Fe -0.417 0.549 -0.168
C 2.488 1.053 1.140
O 1.373 0.175 1.064
C 0.942 -0.233 2.363
C -0.138 -1.245 2.163
O -1.196 -0.670 1.353
C -2.130 -1.730 1.019
C -2.511 -1.561 -0.414
O -1.277 -1.402 -1.124
C -1.406 -1.645 -2.518
H 3.350 0.521 1.551
H 2.713 1.400 0.134
H 2.269 1.914 1.778
H 1.769 -0.712 2.897
H 0.613 0.643 2.929
H 0.268 -2.102 1.627
H -0.554 -1.566 3.120
H -1.600 -2.674 1.123
H -2.987 -1.696 1.692
H -3.039 -2.458 -0.750
H -3.139 -0.694 -0.576
H -1.721 -2.679 -2.687
H -2.127 -0.969 -2.974
H -0.425 -1.499 -2.967
N -1.716 1.918 2.586
C -0.950 2.772 1.902
N -0.838 4.013 2.356
C -0.101 4.838 1.614
N 0.083 6.085 2.057
N 0.477 4.515 0.436
C 0.319 3.263 0.086
N -0.312 2.315 0.791
C 0.857 2.829 -1.224
C 1.472 3.705 -2.097
C 1.877 3.224 -3.333
C 1.653 1.895 -3.646
C 1.039 1.082 -2.708
N 0.657 1.539 -1.520
H -2.283 2.290 3.327
H -1.955 1.038 2.153
H -0.406 6.388 2.881
H 0.546 6.752 1.468
H 1.602 4.736 -1.803
H 2.352 3.884 -4.046
H 1.939 1.489 -4.606
H 0.833 0.040 -2.906
S -2.322 1.799 -1.060
C -3.735 1.144 -1.906
C -3.745 1.051 -3.300
C -4.869 0.599 -3.978
C -6.012 0.238 -3.277
C -6.023 0.348 -1.894
C -4.899 0.802 -1.216
H -2.860 1.351 -3.849
H -4.855 0.540 -5.059
H -6.890 -0.111 -3.805
H -6.916 0.090 -1.337
H -4.921 0.909 -0.138
C -0.280 -5.578 -2.018
N 0.619 -4.430 -1.928
C 1.455 -4.126 -2.944
C 2.308 -3.081 -2.875
C 2.259 -2.312 -1.674
N 1.408 -2.553 -0.706
C 0.618 -3.663 -0.743
O -0.090 -4.017 0.188
N 3.085 -1.244 -1.520
H 0.178 -6.348 -2.634
H -1.236 -5.287 -2.454
H -0.453 -5.960 -1.019
H 1.408 -4.774 -3.809
H 2.993 -2.860 -3.680
H 3.887 -1.151 -2.119
H 3.148 -0.874 -0.586
*
```

HOMO energy (spin up / spin down): -9.6 / -9.7 eV
gap between HOMO and LUMO (spin up / spin down): 6.7 / 6.8 eV

---

(3)
C25H34N2O3 | ωB97M-V with the def2-TZVPD basis set

ORCA input file:
```
! wB97M-V def2-TZVPD RIJCOSX def2/J DEFGRID3
* xyz 0 1
C 7.921 0.201 -1.604
O 7.051 -0.911 -1.601
C 7.193 -1.767 -0.500
C 6.742 -1.152 0.839
N 5.420 -0.588 0.746
C 5.226 0.752 0.655
O 6.128 1.556 0.805
C 3.822 1.167 0.374
C 3.621 2.351 -0.331
C 2.337 2.768 -0.615
C 1.240 2.029 -0.201
C 1.428 0.854 0.521
O 0.448 0.055 1.015
C -0.913 0.305 0.694
C -1.241 -0.118 -0.743
C -1.064 -1.636 -0.894
N -1.816 -2.430 0.049
C -3.178 -2.780 -0.308
C -4.196 -1.663 -0.367
C -4.930 -1.305 0.757
C -5.835 -0.261 0.713
C -6.039 0.457 -0.460
C -7.023 1.600 -0.519
C -8.443 1.109 -0.232
C -6.626 2.712 0.454
C -5.320 0.086 -1.588
C -4.415 -0.959 -1.544
C -1.566 -2.016 1.410
C -1.759 -0.515 1.669
C 2.729 0.430 0.802
H 8.962 -0.116 -1.467
H 7.810 0.665 -2.582
H 7.659 0.928 -0.829
H 8.237 -2.103 -0.397
H 6.566 -2.632 -0.736
H 6.765 -1.929 1.609
H 7.408 -0.337 1.132
H 4.682 -1.203 0.440
H 4.479 2.924 -0.645
H 2.176 3.682 -1.167
H 0.250 2.386 -0.437
H -1.136 1.373 0.837
H -2.269 0.173 -0.960
H -0.578 0.388 -1.447
H -1.331 -1.943 -1.907
H -0.004 -1.871 -0.734
H -3.128 -3.267 -1.288
H -3.510 -3.526 0.421
H -4.797 -1.856 1.678
H -6.390 -0.008 1.604
H -7.004 2.013 -1.534
H -8.718 0.318 -0.927
H -9.153 1.926 -0.338
H -8.520 0.717 0.780
H -6.661 2.358 1.482
H -5.615 3.057 0.245
H -7.306 3.556 0.359
H -5.471 0.620 -2.516
H -3.875 -1.235 -2.440
H -2.207 -2.595 2.078
H -0.523 -2.264 1.634
H -2.805 -0.234 1.537
H -1.458 -0.284 2.692
H 2.845 -0.468 1.390
*
```

energy relative to the best compared isomer or geometry (same formula, charge and spin): 130.1 kJ/mol
HOMO energy: -8.1 eV
gap between HOMO and LUMO: 8.8 eV
structure (SMILES): COCCNC(=O)c1cccc(OC2CCN(Cc3ccc(C(C)C)cc3)CC2)c1

---

(4)
C25H34N2O8S2 | ωB97M-V with the def2-TZVPD basis set

ORCA input file:
```
! wB97M-V def2-TZVPD RIJCOSX def2/J DEFGRID3
* xyz 0 1
C -1.523 -4.384 0.410
O -0.248 -3.812 0.620
C 0.320 -3.069 -0.376
C -0.276 -2.870 -1.615
C 0.372 -2.169 -2.617
C 1.625 -1.638 -2.391
C 2.225 -1.785 -1.150
C 3.556 -1.150 -0.849
N 3.368 -0.099 0.138
C 4.410 0.123 1.105
C 5.748 0.536 0.442
C 6.577 1.454 1.345
C 6.055 2.833 0.945
C 5.794 2.646 -0.548
O 5.472 1.275 -0.733
S 2.656 1.268 -0.495
O 2.893 1.480 -1.892
O 2.862 2.362 0.415
C 0.919 0.802 -0.342
C 0.447 0.331 0.870
C -0.877 -0.063 0.974
C -1.695 0.035 -0.137
S -3.390 -0.504 -0.001
O -4.025 -0.350 -1.283
O -3.432 -1.797 0.617
N -3.976 0.589 1.118
C -4.467 1.837 0.565
C -5.940 2.073 0.963
C -6.644 3.025 -0.008
C -7.106 2.076 -1.121
C -7.090 0.687 -0.453
O -6.679 0.877 0.897
C -1.235 0.531 -1.339
C 0.091 0.920 -1.441
C 1.584 -2.497 -0.131
O 2.294 -2.574 1.034
C 1.682 -2.967 2.242
H -2.294 -3.617 0.302
H -1.720 -4.967 1.309
H -1.524 -5.050 -0.457
H -1.260 -3.267 -1.803
H -0.112 -2.044 -3.573
H 2.140 -1.084 -3.160
H 4.231 -1.893 -0.422
H 3.995 -0.729 -1.758
H 4.535 -0.784 1.700
H 4.052 0.934 1.740
H 6.296 -0.366 0.141
H 7.637 1.363 1.100
H 6.437 1.226 2.400
H 5.114 3.049 1.450
H 6.765 3.632 1.144
H 6.689 2.873 -1.143
H 4.955 3.242 -0.911
H 1.125 0.266 1.705
H -1.290 -0.454 1.890
H -4.678 0.137 1.692
H -4.382 1.776 -0.524
H -3.844 2.662 0.925
H -5.982 2.405 2.005
H -7.501 3.482 0.487
H -5.982 3.810 -0.366
H -6.418 2.095 -1.964
H -8.099 2.336 -1.482
H -8.075 0.218 -0.418
H -6.390 0.015 -0.962
H -1.914 0.586 -2.174
H 0.507 1.299 -2.361
H 2.411 -2.732 3.019
H 1.466 -4.037 2.260
H 0.760 -2.413 2.428
*
```

energy relative to the best compared isomer or geometry (same formula, charge and spin): 25.7 kJ/mol
HOMO energy: -8.0 eV
gap between HOMO and LUMO: 8.2 eV
structure (SMILES): COc1cccc(CN(C[C@@H]2CCCO2)S(=O)(=O)c2ccc(S(=O)(=O)NC[C@H]3CCCO3)cc2)c1OC

---

(5)
C25H34N4O2 | ωB97M-V with the def2-TZVPD basis set

ORCA input file:
```
! wB97M-V def2-TZVPD RIJCOSX def2/J DEFGRID3
* xyz 0 1
C -6.328 -1.534 1.720
C -5.057 -1.267 0.972
C -3.872 -1.887 1.352
C -2.694 -1.669 0.665
C -2.689 -0.814 -0.432
N -1.515 -0.559 -1.143
N -1.518 0.319 -2.168
C -0.301 0.427 -2.641
C -0.019 1.342 -3.777
C 0.585 -0.408 -1.897
C 1.960 -0.684 -1.854
C 2.865 -0.040 -2.861
C 2.399 -1.537 -0.847
C 3.867 -1.813 -0.653
C 4.580 -0.619 0.009
C 3.920 -0.293 1.340
O 4.175 -0.898 2.363
N 3.028 0.718 1.287
C 2.253 1.150 2.428
C 0.784 0.730 2.349
C 0.035 1.416 1.209
O 0.026 2.808 1.421
C -0.348 3.579 0.294
C -0.122 5.038 0.680
C -1.798 3.343 -0.138
C 1.458 -2.118 0.041
C 1.864 -3.073 1.121
N 0.162 -1.872 -0.003
C -0.253 -1.025 -0.935
C -3.867 -0.185 -0.824
C -5.035 -0.415 -0.124
H -7.071 -0.768 1.511
H -6.145 -1.564 2.793
H -6.740 -2.499 1.425
H -3.871 -2.553 2.203
H -1.778 -2.151 0.964
H 0.772 2.046 -3.523
H -0.925 1.893 -4.016
H 0.291 0.780 -4.658
H 3.034 1.006 -2.605
H 3.829 -0.535 -2.922
H 2.399 -0.068 -3.843
H 4.005 -2.685 -0.017
H 4.347 -2.027 -1.610
H 4.560 0.252 -0.646
H 5.618 -0.893 0.204
H 2.803 1.134 0.398
H 2.308 2.239 2.507
H 2.719 0.696 3.305
H 0.711 -0.349 2.207
H 0.299 0.995 3.288
H -0.990 1.021 1.167
H 0.521 1.195 0.246
H 0.316 3.316 -0.552
H -0.304 5.687 -0.172
H -0.797 5.307 1.488
H 0.899 5.176 1.024
H -2.456 3.433 0.723
H -2.081 4.086 -0.879
H -1.925 2.358 -0.579
H 2.316 -3.968 0.696
H 0.976 -3.363 1.677
H 2.576 -2.615 1.805
H -3.849 0.477 -1.675
H -5.944 0.078 -0.436
*
```

energy relative to the best compared isomer or geometry (same formula, charge and spin): 73.0 kJ/mol
HOMO energy: -7.9 eV
gap between HOMO and LUMO: 8.4 eV
structure (SMILES): Cc1ccc(-n2nc(C)c3c(C)c(CCC(=O)NCCCOC(C)C)c(C)nc32)cc1

---

(6)
C25H34N4O4V | ωB97M-V with the def2-TZVPD basis set

ORCA input file:
```
! wB97M-V def2-TZVPD RIJCOSX def2/J DEFGRID3
* xyz -2 2
V -2.648 1.057 -1.187
C 0.698 -1.118 -2.396
N 0.379 -1.370 -0.998
C -0.688 -2.362 -0.928
C -1.416 -2.434 0.411
C -2.535 -1.406 0.572
N -2.077 -0.018 0.494
C -1.412 0.460 1.472
C -0.723 1.731 1.520
C -0.038 2.044 2.703
C 0.763 3.157 2.813
C 0.912 3.979 1.687
C 0.261 3.703 0.511
C -0.603 2.587 0.378
O -1.220 2.386 -0.737
C 1.563 -1.751 -0.219
C 1.797 -0.885 1.017
C 2.499 0.424 0.654
N 3.904 0.179 0.382
C 4.733 0.905 1.015
C 6.192 0.894 0.975
C 6.818 1.898 1.720
C 8.190 2.054 1.804
C 8.987 1.139 1.097
C 8.426 0.129 0.360
C 6.994 -0.080 0.244
O 6.533 -1.026 -0.427
H 1.087 -2.021 -2.901
H 1.459 -0.339 -2.463
H -0.202 -0.791 -2.918
H -0.268 -3.364 -1.152
H -1.432 -2.138 -1.701
H -0.719 -2.381 1.253
H -1.902 -3.414 0.474
H -3.041 -1.568 1.533
H -3.255 -1.556 -0.233
H -1.294 -0.164 2.368
H -0.134 1.363 3.543
H 1.297 3.371 3.729
H 1.569 4.840 1.739
H 0.389 4.330 -0.363
H 2.457 -1.644 -0.838
H 1.503 -2.817 0.052
H 2.434 -1.429 1.721
H 0.853 -0.667 1.519
H 2.355 1.175 1.447
H 2.026 0.823 -0.252
H 4.335 1.671 1.709
H 6.176 2.591 2.259
H 8.630 2.852 2.390
H 10.071 1.231 1.136
H 9.049 -0.576 -0.180
O -2.738 -0.111 -2.417
O -3.184 -1.320 -2.950
C -5.776 1.592 -2.721
C -5.559 1.419 -1.213
C -5.906 -0.024 -0.831
C -6.451 2.398 -0.439
N -4.174 1.685 -0.902
H -6.826 1.421 -2.984
H -5.150 0.880 -3.260
H -5.498 2.605 -3.021
H -6.965 -0.235 -1.016
H -5.695 -0.191 0.228
H -5.301 -0.710 -1.430
H -7.510 2.230 -0.659
H -6.192 3.424 -0.707
H -6.290 2.277 0.634
*
```

energy relative to the best compared isomer or geometry (same formula, charge and spin): 140.4 kJ/mol
HOMO energy (spin up / spin down): -1.4 / -1.4 eV
⟨S²⟩: 0.781
gap between HOMO and LUMO (spin up / spin down): 5.9 / 5.9 eV